Record 1
{"formula": "C21H60FHfN4O9", "method": "wB97M-V/def2-TZVPD", "elements": ["Hf", "F", "C", "O", "H", "H", "H", "H", "C", "C", "C", "O", "C", "N", "H", "H", "H", "H", "H", "H", "H", "H", "H", "H", "H", "C", "C", "C", "O", "C", "N", "H", "H", "H", "H", "H", "H", "H", "H", "H", "H", "H", "C", "C", "C", "O", "C", "N", "H", "H", "H", "H", "H", "H", "H", "H", "H", "H", "H", "C", "C", "C", "O", "C", "N", "H", "H", "H", "H", "H", "H", "H", "H", "H", "H", "H", "C", "C", "O", "O", "H", "H", "H", "H", "H", "H", "C", "C", "O", "O", "H", "H", "H", "H", "H", "H"], "coordinates": [[-1.28594, -2.57060, 3.80305], [-0.57171, -0.76618, 0.97938], [-3.74369, 2.71050, 0.13835], [-4.68270, 2.31471, 1.11133], [-4.03867, 3.62823, -0.37043], [-2.80989, 2.88017, 0.67439], [-3.64627, 1.95117, -0.63755], [-5.26534, 3.04141, 1.34381], [-3.01216, -3.17547, -3.56013], [-2.75071, -4.53872, -4.15011], [-2.63342, -4.68811, -5.70412], [-2.45220, -6.05082, -5.95882], [-2.41739, -6.28847, -7.35466], [-1.60528, -5.12773, -3.54539], [-3.73664, -2.63538, -4.16967], [-2.15690, -2.52128, -3.72948], [-3.41944, -3.28225, -2.55474], [-3.68309, -5.06254, -3.93944], [-1.74391, -4.18619, -6.08483], [-3.48472, -4.31170, -6.27131], [-1.58585, -5.77396, -7.83623], [-3.35165, -6.10353, -7.88480], [-2.03191, -7.30349, -7.45080], [-0.82093, -4.64848, -3.96399], [-1.46445, -5.97589, -4.07538], [0.60910, 1.85251, -4.85848], [1.50321, 0.69457, -5.24880], [2.47418, 1.07102, -6.38053], [1.73401, 1.41588, -7.55592], [2.57735, 1.87785, -8.60561], [2.08868, 0.22447, -3.99940], [0.02914, 2.24592, -5.69333], [1.14406, 2.67176, -4.37812], [-0.19688, 1.61137, -4.16541], [0.85558, -0.07452, -5.66973], [3.06465, 0.16840, -6.53775], [3.10797, 1.90519, -6.07957], [3.61445, 1.54488, -8.56506], [2.61036, 2.96729, -8.61655], [2.35553, 1.54685, -9.62018], [1.40561, 0.43656, -3.28628], [2.82304, 0.88068, -3.77534], [3.19431, 4.89773, 0.08843], [3.17159, 3.51939, 0.76809], [4.49645, 2.77383, 0.60111], [4.83675, 2.59893, -0.79484], [6.12847, 2.02800, -0.92315], [2.95508, 3.65280, 2.21852], [2.21042, 5.31279, -0.13017], [3.57439, 4.81091, -0.92946], [3.85474, 5.59301, 0.60662], [2.31816, 3.01638, 0.31340], [4.29800, 1.77279, 0.98403], [5.28874, 3.26203, 1.16861], [6.84679, 2.66803, -0.41083], [6.42935, 1.96573, -1.96895], [6.11980, 0.98785, -0.59739], [3.69246, 4.26352, 2.54007], [2.11382, 4.18905, 2.37603], [-1.54316, 2.75490, 6.87089], [-2.47994, 2.89502, 5.64915], [-2.60951, 4.38585, 5.11498], [-1.51993, 4.80057, 4.39228], [-1.54709, 6.13727, 3.99148], [-2.16722, 1.89208, 4.63053], [-0.47734, 2.92701, 6.72091], [-1.68361, 1.78795, 7.35398], [-1.89603, 3.53018, 7.55097], [-3.47442, 2.68429, 6.04247], [-2.58528, 4.94182, 6.05221], [-3.48558, 4.54872, 4.48722], [-0.89884, 6.31201, 3.13280], [-1.29073, 6.85608, 4.76974], [-2.47626, 6.52153, 3.57065], [-1.49738, 2.46983, 4.14308], [-2.93576, 2.14576, 4.02630], [2.58939, -0.57197, 5.98695], [2.03328, -1.48451, 7.03676], [1.07561, -2.46170, 6.60972], [1.64443, -0.58379, 4.91446], [3.57711, -0.86811, 5.63365], [2.59252, 0.41476, 6.45003], [1.61058, -0.82869, 7.79789], [2.91317, -1.96127, 7.46872], [1.22539, -3.18696, 7.22060], [1.92244, 0.17033, 4.38947], [-2.31118, -6.78677, 1.85040], [-2.08864, -7.26348, 3.28875], [-2.12138, -6.18822, 4.26161], [-1.62751, -5.57336, 1.56368], [-3.37948, -6.69958, 1.65234], [-1.96708, -7.56309, 1.16700], [-1.18778, -7.87710, 3.28555], [-2.83558, -8.01631, 3.54061], [-2.42997, -6.54891, 5.09603], [-1.60206, -5.58105, 0.60406]], "homo_lumo_gap_ha": 0.0503, "homo_ev": -15.15, "de_lowest_kcal_mol": 450.5, "energy_ha": -1878.4813, "lumo_energy_ev": -13.784, "charge": 3, "max_force_ev_per_a": 2.4}

=====

Record 2
{"formula": "C21H60N4O7", "method": "wB97M-V/def2-TZVPD", "elements": ["C", "O", "C", "C", "C", "N", "H", "H", "H", "H", "H", "H", "H", "H", "H", "H", "H", "C", "O", "C", "C", "C", "N", "H", "H", "H", "H", "H", "H", "H", "H", "H", "H", "H", "C", "O", "C", "C", "C", "N", "H", "H", "H", "H", "H", "H", "H", "H", "H", "H", "H", "C", "O", "C", "C", "C", "N", "H", "H", "H", "H", "H", "H", "H", "H", "H", "H", "H", "C", "C", "O", "H", "H", "H", "H", "H", "H", "C", "C", "O", "H", "H", "H", "H", "H", "H", "C", "O", "H", "H", "H", "H"], "coordinates": [[-3.91064, -0.31826, 5.83684], [-3.63202, 0.40947, 6.99973], [-3.48997, -0.41532, 8.15720], [-3.16229, 0.46269, 9.32713], [-2.59253, -0.34133, 10.49505], [-4.42679, 1.06538, 9.80723], [-3.86571, 0.28289, 4.93072], [-4.95712, -0.65162, 5.87035], [-3.29818, -1.21513, 5.70430], [-4.34827, -1.07135, 8.33534], [-2.64558, -1.07088, 7.88888], [-2.44770, 1.24800, 9.07689], [-3.35525, -0.90491, 11.03546], [-2.29131, 0.38281, 11.26200], [-1.72207, -0.96266, 10.28808], [-4.22730, 1.97198, 10.22461], [-5.03571, 1.32107, 9.03367], [-7.11138, -0.41573, -0.78430], [-6.25057, -0.93715, 0.18154], [-4.94914, -0.35036, 0.24490], [-4.21451, -1.12360, 1.33391], [-2.85389, -0.51426, 1.61261], [-4.03840, -2.51204, 0.90910], [-7.48039, 0.59371, -0.55828], [-7.99116, -1.05954, -0.81408], [-6.67080, -0.38877, -1.78811], [-4.44231, -0.52736, -0.70788], [-5.08081, 0.70285, 0.49380], [-4.85033, -1.08392, 2.22530], [-2.89204, 0.52381, 1.95712], [-2.16337, -0.54275, 0.77108], [-2.43705, -1.06687, 2.46280], [-3.74451, -3.09223, 1.67758], [-4.90855, -2.82226, 0.49576], [-0.69489, -2.19522, 4.75603], [-1.90755, -2.82735, 4.33356], [-2.19420, -3.96760, 5.10808], [-3.27636, -4.81286, 4.42542], [-4.49092, -3.98585, 3.99718], [-3.78082, -5.78380, 5.40382], [-0.74496, -1.82270, 5.77883], [-0.61517, -1.39831, 4.01064], [0.15662, -2.85019, 4.53950], [-1.30360, -4.61675, 5.18371], [-2.44538, -3.79088, 6.16238], [-2.87091, -5.30451, 3.54232], [-4.08442, -3.24526, 3.32276], [-5.02063, -3.52751, 4.83594], [-5.24948, -4.60866, 3.52494], [-4.11018, -5.39454, 6.27967], [-3.01063, -6.38718, 5.69526], [3.11406, -2.93840, 1.78610], [1.92630, -3.67258, 1.83598], [1.14576, -3.69552, 0.66753], [-0.01033, -4.67036, 0.88945], [-0.76664, -5.02233, -0.36876], [-0.90646, -4.17432, 1.92084], [2.90047, -1.86450, 1.66687], [3.85345, -3.33110, 1.08622], [3.52554, -2.93668, 2.80174], [0.71390, -2.70701, 0.45759], [1.76238, -4.03898, -0.17579], [0.44303, -5.58106, 1.29452], [-1.26615, -4.12266, -0.73605], [-1.41844, -5.87607, -0.19576], [-0.10276, -5.35394, -1.17282], [-0.47869, -4.07236, 2.82534], [-1.41395, -3.31877, 1.73341], [-2.66065, -4.52799, 9.09257], [-1.25896, -4.03551, 9.35186], [-0.45840, -4.23375, 8.18487], [-2.56616, -5.51488, 8.63351], [-3.13158, -3.88876, 8.34115], [-3.26152, -4.49489, 9.99716], [-0.81026, -4.55761, 10.20495], [-1.26436, -2.95775, 9.56003], [0.25962, -3.59967, 8.16697], [-0.00663, -7.74315, 5.46721], [1.37018, -7.52351, 6.01036], [2.34616, -8.32424, 5.34134], [-0.29737, -8.79024, 5.43359], [0.04750, -7.27335, 4.47802], [-0.75901, -7.20390, 6.04823], [1.44392, -7.86293, 7.04723], [1.64523, -6.46589, 5.97770], [2.62643, -7.91696, 4.51706], [-4.99219, -6.43404, 1.03843], [-5.58649, -7.41904, 0.23774], [-5.64319, -5.58333, 1.25715], [-4.47376, -6.75981, 1.94032], [-4.13126, -5.97473, 0.52240], [-5.64527, -7.11415, -0.66766]], "homo_lumo_gap_ha": 0.3425, "homo_ev": -8.93, "de_lowest_kcal_mol": 0.0, "energy_ha": -1581.6632, "lumo_energy_ev": 0.388, "smiles": "COC[C@H](C)N.COC[C@H](C)N.COC[C@H](C)N.COC[C@H](C)N.CCO.CCO.CO", "max_force_ev_per_a": 2.3}

=====

Record 3
{"formula": "C21H60N4O9", "method": "wB97M-V/def2-TZVPD", "elements": ["C", "O", "C", "C", "C", "N", "H", "H", "H", "H", "H", "H", "H", "H", "H", "H", "H", "C", "O", "C", "C", "C", "N", "H", "H", "H", "H", "H", "H", "H", "H", "H", "H", "H", "C", "O", "C", "C", "C", "N", "H", "H", "H", "H", "H", "H", "H", "H", "H", "H", "H", "C", "O", "C", "C", "C", "N", "H", "H", "H", "H", "H", "H", "H", "H", "H", "H", "H", "O", "C", "C", "O", "H", "H", "H", "H", "H", "H", "O", "C", "C", "O", "H", "H", "H", "H", "H", "H", "C", "O", "H", "H", "H", "H"], "coordinates": [[21.04367, 6.71185, 19.52134], [20.74639, 8.08215, 19.86710], [19.39666, 8.48221, 19.83459], [18.45552, 7.84929, 20.94322], [16.99997, 8.33988, 20.78036], [19.06590, 8.22409, 22.15453], [20.56526, 6.41048, 18.58946], [20.67756, 5.95698, 20.21720], [22.11681, 6.59743, 19.67417], [19.38944, 9.55764, 20.01210], [19.01327, 8.22461, 18.84730], [18.41577, 6.76001, 20.94196], [16.90155, 9.40755, 20.97655], [16.25186, 7.92300, 21.45465], [16.77027, 8.16016, 19.73011], [20.07366, 8.24717, 22.09121], [18.88096, 9.21586, 22.20228], [12.07620, 7.81191, 10.70102], [12.63488, 6.63715, 10.07164], [13.58595, 5.99888, 10.96425], [14.10795, 4.79720, 10.14499], [14.86914, 3.71081, 10.92188], [14.87774, 5.26441, 8.97389], [12.93669, 8.41611, 10.98839], [11.43039, 7.67938, 11.56906], [11.63678, 8.34214, 9.85610], [14.42941, 6.67369, 11.11023], [13.14444, 5.68678, 11.91070], [13.26580, 4.23808, 9.73724], [15.80799, 4.01170, 11.38677], [15.16326, 2.92902, 10.22160], [14.33781, 3.28034, 11.77068], [14.38944, 5.91321, 8.37331], [15.69000, 5.68180, 9.40531], [20.03188, 0.87882, 22.86602], [19.91833, -0.55721, 22.67176], [18.70991, -1.23920, 22.88055], [18.72870, -2.50484, 23.78134], [19.90286, -3.40352, 23.45275], [17.52515, -3.26822, 23.53506], [20.30196, 1.00799, 23.91410], [19.10485, 1.41719, 22.66888], [20.81436, 1.42395, 22.33814], [17.88255, -0.56607, 23.10520], [18.33395, -1.67804, 21.95632], [18.78022, -2.21597, 24.83110], [20.81962, -3.04068, 23.91752], [20.08749, -3.37148, 22.37898], [19.84071, -4.45000, 23.75124], [17.63964, -3.97638, 24.24606], [17.53754, -3.81822, 22.68804], [8.69560, -1.12495, 19.49155], [9.55006, -1.84473, 20.35287], [10.85214, -1.47584, 20.17250], [11.68131, -2.31750, 21.11103], [11.57411, -1.83099, 22.59530], [13.13119, -2.14119, 20.91857], [7.77341, -1.70014, 19.40905], [8.94761, -0.83631, 18.47112], [8.40583, -0.12887, 19.82615], [11.21851, -1.66042, 19.16265], [10.99835, -0.40009, 20.26988], [11.34672, -3.35292, 21.04723], [10.51449, -1.61128, 22.72588], [12.08053, -0.92961, 22.94048], [11.87291, -2.59952, 23.30817], [13.55263, -2.36431, 21.80891], [13.29307, -1.16709, 20.70638], [15.64834, 3.18343, 16.31952], [16.52318, 3.11746, 17.49051], [16.71343, 1.78237, 18.14822], [15.45694, 1.42482, 18.63490], [14.84683, 2.76787, 16.64585], [17.46953, 3.57669, 17.20479], [16.18349, 3.85763, 18.21497], [17.40314, 1.85475, 18.98914], [16.97983, 1.07943, 17.35892], [14.72915, 1.30119, 18.02119], [24.11035, -0.41564, 19.80417], [24.01631, -0.33856, 18.46228], [22.62983, -0.44219, 17.86239], [21.89172, 0.76809, 18.02438], [23.29005, -0.00977, 20.09393], [24.44951, 0.56376, 18.03068], [24.58433, -1.24068, 18.23512], [21.98506, -1.16107, 18.36795], [22.69244, -0.61355, 16.78776], [21.91621, 1.09937, 17.12368], [11.16137, 2.55609, 14.98971], [11.74107, 2.41619, 16.24558], [11.24202, 3.55660, 14.56475], [11.68168, 1.89570, 14.29598], [10.11861, 2.27556, 15.13821], [11.28239, 3.01879, 16.83557]], "homo_lumo_gap_ha": 0.3273, "homo_ev": -8.64, "de_lowest_kcal_mol": 60.7, "energy_ha": -1732.0082, "lumo_energy_ev": 0.263, "smiles": "COC[C@H](C)N.COC[C@H](C)N.COC[C@H](C)N.COC[C@H](C)N.OCCO.OCCO.CO", "max_force_ev_per_a": 3.7}

=====

Record 4
{"formula": "C21H61BBeN9O9", "method": "wB97M-V/def2-TZVPD", "elements": ["Be", "B", "H", "H", "H", "H", "C", "O", "C", "C", "N", "C", "C", "O", "C", "H", "H", "H", "H", "H", "H", "H", "H", "H", "H", "H", "H", "H", "H", "H", "C", "O", "C", "C", "N", "C", "C", "O", "C", "H", "H", "H", "H", "H", "H", "H", "H", "H", "H", "H", "H", "H", "H", "H", "C", "O", "C", "C", "N", "C", "C", "O", "C", "H", "H", "H", "H", "H", "H", "H", "H", "H", "H", "H", "H", "H", "H", "H", "C", "O", "N", "N", "H", "H", "H", "H", "C", "O", "N", "N", "H", "H", "H", "H", "C", "O", "N", "N", "H", "H", "H", "H"], "coordinates": [[-14.12038, -17.89300, 3.12754], [-15.10141, -15.57564, 2.67143], [-14.92725, -14.52846, 2.47826], [-16.14450, -15.80643, 2.82292], [-14.71487, -16.15014, 1.84391], [-14.58558, -15.88247, 3.56810], [-17.26832, -15.54943, 7.97582], [-16.60370, -15.54021, 6.68308], [-17.01508, -16.66043, 5.93784], [-16.27326, -18.00249, 6.22846], [-14.95966, -18.08625, 5.68753], [-14.00309, -17.10559, 6.24687], [-12.50874, -17.37294, 5.99104], [-12.21380, -17.39013, 4.61984], [-10.82580, -17.70544, 4.51644], [-18.34253, -15.40539, 7.85992], [-16.82302, -14.71695, 8.52061], [-17.04993, -16.46744, 8.52141], [-16.86523, -16.42901, 4.88328], [-18.10477, -16.66784, 5.91261], [-16.89395, -18.82165, 5.86540], [-16.13637, -18.28504, 7.27226], [-14.70453, -19.00101, 6.03137], [-14.19964, -16.95046, 7.30772], [-14.25237, -16.13398, 5.82031], [-12.32580, -18.39487, 6.32312], [-11.91463, -16.74713, 6.65700], [-10.61465, -18.59225, 5.11401], [-10.11555, -16.92186, 4.78035], [-10.51652, -17.95598, 3.50170], [-20.14779, -18.83505, 4.59989], [-18.78116, -19.00019, 4.18791], [-18.35877, -20.17830, 3.47079], [-16.85864, -20.02251, 3.18096], [-16.52429, -18.65340, 2.64431], [-16.74052, -18.47791, 1.21315], [-15.54235, -19.16743, 0.45824], [-14.28510, -18.49687, 0.70548], [-13.30569, -19.06301, -0.15304], [-20.77300, -19.18280, 3.77752], [-20.31003, -17.78487, 4.84258], [-20.26199, -19.44481, 5.49612], [-18.93014, -20.36385, 2.56127], [-18.49282, -20.99796, 4.17669], [-16.35613, -20.86467, 2.70521], [-16.42912, -20.18117, 4.17013], [-17.16066, -18.12740, 3.22609], [-16.65213, -17.39506, 1.12522], [-17.68462, -18.76026, 0.74725], [-15.89141, -19.26519, -0.56973], [-15.44845, -20.20382, 0.78256], [-12.60875, -18.29348, -0.48503], [-13.63875, -19.51707, -1.08631], [-12.65693, -19.76661, 0.36864], [-15.75487, -9.38914, -6.08223], [-14.75883, -9.92836, -5.20419], [-15.30811, -10.92003, -4.41063], [-14.16020, -11.45329, -3.56186], [-14.54657, -12.81015, -3.07393], [-13.77875, -13.44336, -2.00789], [-14.38124, -14.83634, -1.51083], [-14.37718, -15.83715, -2.56742], [-15.26248, -16.98358, -2.45473], [-15.32492, -8.53928, -6.61231], [-16.71066, -9.19519, -5.59547], [-16.00334, -10.09075, -6.87854], [-15.66845, -11.69254, -5.08996], [-16.14090, -10.60300, -3.78290], [-13.93122, -10.81960, -2.70507], [-13.28180, -11.52716, -4.20301], [-15.33433, -13.29113, -3.48404], [-13.64007, -12.70380, -1.21927], [-12.74487, -13.55439, -2.33481], [-15.41290, -14.64980, -1.21252], [-13.88722, -15.23647, -0.62543], [-14.91996, -17.80341, -3.08611], [-16.30090, -16.89160, -2.77310], [-15.17606, -17.37996, -1.44304], [-18.46596, -14.79309, 0.87204], [-19.39992, -14.40438, 0.21464], [-18.55840, -15.80867, 1.69222], [-17.31998, -14.16902, 0.96129], [-19.46595, -16.22981, 1.83042], [-17.85291, -15.82661, 2.41475], [-17.30422, -13.32429, 0.40787], [-16.44777, -14.51301, 1.33680], [-15.63063, -12.39363, 4.68279], [-15.91967, -11.56872, 5.52795], [-15.20746, -12.13144, 3.48422], [-15.60660, -13.65735, 4.93443], [-14.78044, -12.79168, 2.85030], [-15.10477, -11.13517, 3.35380], [-15.95720, -14.01102, 5.81312], [-15.46208, -14.27137, 4.14564], [-11.93122, -15.64440, 1.52281], [-12.31598, -16.69887, 1.91308], [-12.45410, -14.60063, 1.97410], [-11.01760, -15.33823, 0.60358], [-13.33137, -14.76073, 2.44830], [-12.13740, -13.67487, 1.72356], [-10.67573, -16.05389, -0.02177], [-10.63484, -14.40370, 0.58804]], "homo_lumo_gap_ha": 0.1792, "homo_ev": -9.70, "energy_ha": -2045.7952, "lumo_energy_ev": -4.823, "charge": 1, "max_force_ev_per_a": 7.0}